1.
{
  "formula": "C36H38N2O2PS3SbTi",
  "method": "ωB97M-V/def2-TZVPD",
  "elements": ["Ti", "C", "C", "C", "C", "C", "C", "Sb", "C", "C", "C", "C", "C", "C", "C", "C", "C", "C", "C", "C", "H", "H", "H", "H", "H", "H", "H", "H", "H", "H", "H", "H", "H", "H", "H", "C", "C", "C", "O", "P", "S", "S", "O", "C", "C", "C", "H", "H", "H", "H", "H", "H", "H", "H", "H", "H", "H", "H", "H", "H", "S", "C", "C", "C", "C", "C", "C", "H", "H", "H", "H", "H", "N", "C", "C", "C", "C", "N", "C", "C", "H", "H", "H", "H"],
  "positions_angstrom": [[-0.479, -0.455, -0.484], [0.243, 0.920, 7.591], [-0.471, 0.003, 6.867], [-0.502, 0.104, 5.495], [0.031, 1.220, 4.884], [0.678, 2.200, 5.594], [0.857, 1.999, 6.966], [0.575, 0.953, 2.806], [2.740, 1.176, 2.970], [3.210, 2.498, 3.026], [4.564, 2.722, 3.245], [5.441, 1.665, 3.450], [4.965, 0.374, 3.285], [3.603, 0.115, 3.127], [-0.697, -0.982, 1.459], [0.226, -1.941, 2.016], [-0.229, -2.904, 2.924], [-1.576, -2.945, 3.293], [-2.480, -1.967, 2.835], [-2.060, -1.029, 1.884], [0.355, 0.754, 8.673], [-0.998, -0.857, 7.325], [-1.025, -0.678, 4.896], [1.063, 3.092, 5.140], [1.357, 2.737, 7.554], [2.550, 3.346, 2.874], [4.983, 3.700, 3.283], [6.501, 1.810, 3.695], [5.729, -0.448, 3.322], [3.268, -0.935, 3.136], [1.311, -1.945, 1.715], [0.534, -3.608, 3.279], [-1.871, -3.750, 3.997], [-3.537, -1.993, 3.111], [-2.787, -0.368, 1.394], [-0.160, -1.742, -5.511], [-0.321, -3.045, -4.765], [0.881, -3.595, -3.996], [-1.531, -2.872, -3.844], [-1.924, -2.187, -2.529], [-0.617, -2.768, -1.063], [-1.945, -0.123, -2.453], [-3.343, -2.728, -2.182], [-4.680, -2.792, -2.844], [-5.197, -1.390, -2.932], [-4.560, -3.526, -4.183], [0.506, -1.937, -6.352], [0.320, -0.996, -4.865], [-1.160, -1.358, -5.806], [-0.785, -3.769, -5.391], [1.375, -2.806, -3.406], [1.611, -3.919, -4.739], [0.606, -4.442, -3.340], [-5.254, -3.367, -2.091], [-4.573, -0.764, -3.604], [-5.228, -0.944, -1.953], [-6.223, -1.307, -3.327], [-4.759, -2.818, -5.002], [-5.394, -4.248, -4.236], [-3.592, -4.011, -4.353], [-1.470, 1.870, 0.013], [-1.484, 3.156, -1.192], [-0.509, 4.215, -1.165], [-0.617, 5.318, -2.010], [-1.624, 5.336, -2.935], [-2.459, 4.265, -3.105], [-2.461, 3.256, -2.175], [0.262, 4.138, -0.397], [0.096, 6.138, -1.949], [-1.761, 6.205, -3.573], [-3.140, 4.225, -3.979], [-3.305, 2.544, -2.210], [6.204, 1.740, -2.579], [5.218, 1.339, -2.095], [3.965, 1.012, -1.569], [2.847, 1.776, -1.838], [1.617, 1.286, -1.460], [1.417, 0.035, -0.919], [2.526, -0.713, -0.743], [3.780, -0.279, -1.096], [3.058, 2.766, -2.244], [0.698, 1.881, -1.525], [2.395, -1.723, -0.295], [4.623, -0.919, -0.820]],
  "charge": 1,
  "gap_ev": [4.08, 4.91],
  "spin_multiplicity": 2,
  "relative_energy_kj_mol": 199.5
}

=====

2.
{
  "formula": "C36H39AsFeN8O6S2",
  "method": "ωB97M-V/def2-TZVPD",
  "elements": ["Fe", "N", "C", "N", "C", "N", "N", "C", "N", "C", "C", "C", "C", "C", "N", "H", "H", "H", "H", "H", "H", "H", "H", "C", "C", "C", "C", "C", "C", "C", "C", "C", "S", "C", "N", "H", "H", "H", "H", "H", "H", "H", "H", "O", "As", "O", "O", "C", "C", "C", "C", "C", "C", "S", "O", "O", "O", "H", "H", "H", "H", "H", "C", "C", "C", "C", "C", "C", "C", "C", "N", "C", "C", "C", "C", "H", "H", "H", "H", "H", "H", "H", "H", "H", "H", "H", "H", "H", "H", "H", "H", "H", "H"],
  "positions_angstrom": [[0.021, 0.324, -0.229], [-1.808, 0.791, 2.811], [-0.522, 0.761, 3.030], [-0.068, 0.897, 4.308], [1.217, 0.725, 4.487], [1.693, 0.766, 5.772], [2.130, 0.497, 3.526], [1.610, 0.490, 2.304], [0.344, 0.624, 1.957], [2.610, 0.422, 1.193], [3.968, 0.356, 1.477], [4.870, 0.433, 0.429], [4.380, 0.613, -0.852], [3.012, 0.647, -1.042], [2.132, 0.528, -0.044], [-2.324, 0.841, 3.677], [-2.279, 0.077, 1.943], [1.075, 1.169, 6.453], [2.677, 0.924, 5.872], [4.275, 0.254, 2.504], [5.934, 0.367, 0.613], [5.033, 0.689, -1.708], [2.588, 0.767, -2.024], [1.687, 3.520, -0.575], [0.211, 3.702, -0.381], [-0.289, 5.028, -0.280], [-1.608, 5.238, -0.042], [-2.473, 4.131, 0.066], [-3.857, 4.275, 0.318], [-4.665, 3.174, 0.389], [-4.132, 1.886, 0.186], [-2.791, 1.732, -0.066], [-2.193, 0.081, -0.288], [-1.914, 2.842, -0.100], [-0.560, 2.641, -0.293], [2.182, 4.484, -0.683], [1.883, 2.921, -1.461], [2.120, 3.001, 0.277], [0.404, 5.853, -0.377], [-2.011, 6.240, 0.061], [-4.257, 5.274, 0.451], [-5.724, 3.285, 0.588], [-4.749, 0.986, 0.229], [0.043, -4.180, -0.289], [-1.105, -3.031, 0.473], [-1.466, -3.663, 1.927], [-0.208, -1.596, 0.451], [-2.489, -2.972, -0.929], [-1.988, -3.250, -2.211], [-2.774, -3.138, -3.341], [-4.091, -2.712, -3.216], [-4.598, -2.446, -1.960], [-3.829, -2.582, -0.803], [-4.936, -2.297, 0.724], [-5.895, -3.425, 0.485], [-5.578, -0.988, 0.327], [-2.726, -0.596, 1.014], [0.603, -3.690, -0.906], [-0.963, -3.571, -2.321], [-2.355, -3.368, -4.314], [-4.716, -2.593, -4.096], [-5.622, -2.117, -1.827], [3.508, -3.502, -0.691], [2.985, -2.695, -1.858], [3.643, -2.717, -3.089], [3.159, -1.911, -4.113], [3.814, -1.937, -5.474], [2.060, -1.089, -3.912], [1.350, -1.019, -2.671], [1.876, -1.893, -1.673], [0.348, -0.142, -2.368], [-0.281, 0.545, -3.530], [-0.605, -0.394, -4.729], [0.580, 1.746, -3.982], [-1.631, 1.125, -3.121], [4.249, -4.233, -1.021], [2.706, -4.028, -0.175], [3.985, -2.847, 0.042], [4.507, -3.354, -3.247], [4.831, -2.328, -5.414], [3.857, -0.938, -5.913], [3.254, -2.573, -6.164], [1.780, -0.465, -4.742], [1.402, -1.878, -0.703], [0.076, -0.286, -5.573], [-1.609, -0.181, -5.098], [-0.594, -1.433, -4.410], [1.623, 1.472, -4.142], [0.543, 2.522, -3.213], [0.194, 2.181, -4.910], [-2.335, 0.334, -2.868], [-2.042, 1.700, -3.957], [-1.526, 1.802, -2.280]],
  "charge": -2,
  "gap_ev": 5.15
}

=====

3.
{
  "formula": "C36H39AsFeN8O6S2",
  "method": "ωB97M-V/def2-TZVPD",
  "elements": ["Fe", "N", "C", "N", "C", "N", "N", "C", "N", "C", "C", "C", "C", "C", "N", "H", "H", "H", "H", "H", "H", "H", "H", "C", "C", "C", "C", "C", "C", "C", "C", "C", "S", "C", "N", "H", "H", "H", "H", "H", "H", "H", "H", "O", "As", "O", "O", "C", "C", "C", "C", "C", "C", "S", "O", "O", "O", "H", "H", "H", "H", "H", "C", "C", "C", "C", "C", "C", "C", "C", "N", "C", "C", "C", "C", "H", "H", "H", "H", "H", "H", "H", "H", "H", "H", "H", "H", "H", "H", "H", "H", "H", "H"],
  "positions_angstrom": [[-0.065, 0.142, 0.186], [-1.854, -2.409, 2.321], [-0.639, -2.065, 2.818], [-0.280, -2.706, 3.947], [0.921, -2.354, 4.409], [1.361, -3.054, 5.519], [1.725, -1.442, 3.921], [1.261, -0.808, 2.806], [0.073, -1.118, 2.194], [2.009, 0.274, 2.308], [3.183, 0.729, 2.971], [3.766, 1.900, 2.600], [3.174, 2.659, 1.559], [2.081, 2.129, 0.917], [1.515, 0.949, 1.216], [-2.200, -3.253, 2.751], [-1.893, -2.422, 1.291], [0.622, -3.481, 6.052], [2.078, -2.582, 6.043], [3.559, 0.129, 3.787], [4.655, 2.256, 3.107], [3.574, 3.610, 1.239], [1.598, 2.679, 0.129], [-0.522, 2.842, 2.547], [-1.851, 2.230, 2.239], [-2.999, 2.737, 2.907], [-4.215, 2.174, 2.689], [-4.328, 1.106, 1.772], [-5.559, 0.462, 1.508], [-5.622, -0.559, 0.602], [-4.467, -0.945, -0.106], [-3.264, -0.331, 0.125], [-1.845, -0.839, -0.822], [-3.153, 0.687, 1.111], [-1.925, 1.243, 1.373], [-0.627, 3.644, 3.277], [-0.071, 3.243, 1.641], [0.161, 2.087, 2.937], [-2.879, 3.564, 3.595], [-5.101, 2.539, 3.197], [-6.445, 0.793, 2.038], [-6.562, -1.059, 0.408], [-4.505, -1.746, -0.835], [2.264, -1.306, -3.397], [1.014, -2.178, -2.485], [1.414, -3.756, -2.483], [0.859, -1.357, -1.040], [-0.501, -1.841, -3.728], [-0.221, -0.944, -4.759], [-1.197, -0.532, -5.658], [-2.491, -1.000, -5.540], [-2.792, -1.916, -4.544], [-1.803, -2.342, -3.670], [-2.342, -3.741, -2.622], [-1.834, -4.933, -3.298], [-3.799, -3.605, -2.544], [-1.780, -2.376, -0.549], [2.405, -0.435, -2.991], [0.780, -0.547, -4.828], [-0.941, 0.179, -6.435], [-3.265, -0.666, -6.222], [-3.790, -2.316, -4.430], [4.899, 0.518, -1.464], [3.863, 1.465, -2.010], [4.228, 2.566, -2.789], [3.230, 3.415, -3.245], [3.583, 4.589, -4.127], [1.898, 3.193, -2.923], [1.470, 2.092, -2.120], [2.536, 1.240, -1.709], [0.209, 1.831, -1.690], [-0.846, 2.673, -2.274], [-0.789, 2.767, -3.826], [-0.868, 4.077, -1.627], [-2.197, 2.045, -1.961], [5.871, 0.679, -1.933], [4.598, -0.518, -1.631], [5.010, 0.655, -0.385], [5.269, 2.749, -3.035], [4.641, 4.844, -4.037], [2.995, 5.472, -3.868], [3.385, 4.363, -5.179], [1.184, 3.906, -3.303], [2.284, 0.388, -1.094], [-0.395, 3.714, -4.196], [-1.792, 2.652, -4.243], [-0.168, 1.966, -4.225], [0.118, 4.541, -1.619], [-1.201, 3.983, -0.589], [-1.564, 4.742, -2.147], [-2.314, 1.096, -2.485], [-3.009, 2.713, -2.263], [-2.272, 1.878, -0.894]],
  "charge": -2,
  "gap_ev": [4.49, 5.43],
  "spin_multiplicity": 5,
  "relative_energy_kj_mol": 387.7
}

=====

4.
{
  "formula": "C36H39BF3N13O2PRb",
  "method": "ωB97M-V/def2-TZVPD",
  "elements": ["Rb", "C", "N", "C", "C", "N", "C", "P", "C", "N", "C", "C", "N", "C", "C", "N", "C", "C", "N", "C", "H", "H", "H", "H", "H", "H", "H", "H", "H", "H", "H", "H", "H", "H", "H", "N", "C", "C", "C", "O", "O", "H", "H", "H", "H", "H", "H", "C", "C", "N", "C", "C", "N", "C", "N", "N", "N", "C", "C", "C", "C", "C", "C", "H", "H", "H", "H", "H", "H", "H", "H", "H", "H", "H", "F", "C", "F", "F", "C", "C", "C", "C", "C", "C", "C", "C", "H", "H", "H", "H", "B", "C", "N", "H", "H", "H"],
  "positions_angstrom": [[0.539, -0.460, -0.956], [-1.855, 4.981, -2.253], [-2.276, 3.630, -2.524], [-2.303, 3.015, -3.746], [-2.709, 1.732, -3.510], [-2.916, 1.547, -2.174], [-2.630, 2.688, -1.595], [-2.666, 3.110, 0.181], [-0.867, 3.389, 0.352], [0.032, 2.812, -0.416], [1.251, 3.228, 0.031], [1.085, 4.083, 1.084], [-0.268, 4.189, 1.281], [-0.904, 4.964, 2.314], [-2.776, 1.498, 1.036], [-2.525, 0.301, 0.559], [-2.737, -0.573, 1.581], [-3.140, 0.108, 2.698], [-3.181, 1.428, 2.343], [-3.411, 2.522, 3.257], [-2.152, 5.639, -3.069], [-0.772, 5.036, -2.124], [-2.334, 5.329, -1.337], [-2.028, 3.526, -4.653], [-2.853, 0.920, -4.204], [2.163, 2.862, -0.415], [1.787, 4.611, 1.707], [-0.509, 5.982, 2.319], [-0.729, 4.510, 3.291], [-1.975, 5.001, 2.122], [-2.563, -1.627, 1.457], [-3.403, -0.211, 3.693], [-3.986, 2.159, 4.108], [-3.973, 3.316, 2.764], [-2.452, 2.909, 3.609], [-0.177, 1.946, 3.444], [1.007, 2.263, 4.254], [2.108, 1.196, 4.258], [2.736, 0.996, 2.829], [3.954, 1.232, 2.737], [1.940, 0.623, 1.930], [-0.592, 1.096, 3.818], [0.197, 1.643, 2.539], [0.664, 2.461, 5.278], [1.432, 3.194, 3.863], [1.685, 0.243, 4.596], [2.906, 1.488, 4.942], [-0.280, -4.552, 0.153], [0.075, -3.855, 1.421], [-0.181, -2.604, 1.703], [0.329, -2.364, 2.956], [0.894, -3.495, 3.452], [0.733, -4.453, 2.466], [1.138, -5.822, 2.567], [0.484, -6.475, 3.681], [1.198, -7.190, 4.574], [0.411, -7.691, 5.449], [-0.873, -7.307, 5.155], [-2.086, -7.589, 5.785], [-3.224, -7.044, 5.233], [-3.173, -6.227, 4.091], [-1.985, -5.939, 3.452], [-0.837, -6.507, 4.001], [-0.771, -3.850, -0.518], [-0.949, -5.400, 0.330], [0.610, -4.918, -0.362], [0.271, -1.384, 3.399], [1.390, -3.718, 4.381], [2.210, -5.916, 2.743], [0.885, -6.326, 1.635], [-2.116, -8.211, 6.670], [-4.185, -7.244, 5.689], [-4.091, -5.807, 3.701], [-1.955, -5.296, 2.582], [9.217, -3.274, 0.725], [7.976, -3.448, 1.275], [8.102, -3.105, 2.575], [7.779, -4.797, 1.256], [6.916, -2.700, 0.559], [6.612, -3.063, -0.753], [5.634, -2.383, -1.448], [4.928, -1.316, -0.858], [5.243, -0.971, 0.469], [6.225, -1.652, 1.163], [3.928, -0.616, -1.584], [3.076, -0.023, -2.251], [7.151, -3.880, -1.218], [5.388, -2.668, -2.462], [4.701, -0.166, 0.955], [6.458, -1.369, 2.181], [-1.359, -4.828, -4.656], [-0.799, -3.795, -3.605], [-0.410, -3.044, -2.815], [-2.251, -4.291, -5.291], [-0.454, -5.169, -5.397], [-1.797, -5.796, -4.050]],
  "charge": -2,
  "gap_ev": 5.95,
  "relative_energy_kj_mol": 63.1
}

=====

5.
{
  "formula": "C36H39BN12PtSSb",
  "method": "ωB97M-V/def2-TZVPD",
  "elements": ["Pt", "C", "C", "N", "N", "C", "B", "N", "C", "C", "C", "N", "N", "C", "C", "C", "N", "N", "C", "C", "C", "N", "H", "H", "H", "H", "H", "H", "H", "H", "H", "H", "H", "H", "C", "N", "C", "N", "C", "N", "C", "N", "C", "C", "H", "H", "H", "H", "H", "H", "H", "H", "H", "H", "H", "H", "S", "Sb", "C", "C", "C", "C", "C", "C", "C", "C", "C", "C", "C", "C", "C", "C", "C", "C", "C", "C", "H", "H", "H", "H", "H", "H", "H", "H", "H", "H", "H", "H", "H", "H", "H"],
  "positions_angstrom": [[-0.130, -1.644, 0.193], [-4.242, -0.828, 0.228], [-3.073, -1.099, -0.467], [-2.069, -1.229, 0.405], [-2.555, -1.034, 1.649], [-3.871, -0.796, 1.558], [-1.653, -1.125, 2.935], [-0.513, -0.075, 2.787], [-0.123, 0.917, 3.595], [0.819, 1.680, 2.931], [0.946, 1.078, 1.686], [0.141, 0.019, 1.608], [-0.975, -2.544, 2.900], [-0.844, -3.518, 3.808], [-0.358, -4.657, 3.196], [-0.194, -4.292, 1.873], [-0.547, -3.016, 1.692], [-2.503, -0.814, 4.129], [-2.932, -1.493, 5.230], [-3.695, -0.646, 5.984], [-3.693, 0.560, 5.261], [-2.986, 0.466, 4.154], [-5.226, -0.678, -0.178], [-2.900, -1.230, -1.520], [-4.450, -0.608, 2.445], [-0.545, 1.019, 4.579], [1.332, 2.551, 3.298], [1.575, 1.354, 0.856], [-1.090, -3.355, 4.840], [-0.172, -5.615, 3.645], [0.109, -4.901, 1.039], [-2.720, -2.531, 5.399], [-4.196, -0.870, 6.909], [-4.185, 1.488, 5.503], [2.819, -0.932, 0.283], [1.968, -2.136, -0.080], [2.470, -3.267, 0.799], [3.881, -3.492, 0.659], [4.616, -2.278, 1.009], [4.226, -1.171, 0.134], [4.502, -1.542, -1.255], [3.773, -2.753, -1.629], [2.362, -2.518, -1.505], [4.175, -3.836, -0.732], [2.597, -0.680, 1.317], [2.510, -0.125, -0.387], [1.946, -4.169, 0.497], [2.230, -3.013, 1.833], [5.683, -2.463, 0.898], [4.412, -2.012, 2.048], [5.571, -1.716, -1.373], [4.203, -0.722, -1.912], [1.806, -3.424, -1.758], [2.057, -1.711, -2.165], [5.245, -4.014, -0.838], [3.639, -4.748, -1.002], [-0.146, -0.628, -1.867], [-0.458, 1.657, -2.259], [1.423, 2.493, -2.032], [2.479, 1.969, -2.776], [3.747, 2.506, -2.622], [3.956, 3.552, -1.731], [2.902, 4.073, -0.995], [1.625, 3.547, -1.145], [-1.862, 2.564, -1.035], [-3.032, 3.049, -1.616], [-4.003, 3.626, -0.811], [-3.808, 3.710, 0.559], [-2.642, 3.226, 1.135], [-1.665, 2.652, 0.339], [-1.098, 1.671, -4.221], [-1.377, 0.497, -4.914], [-1.802, 0.584, -6.232], [-1.945, 1.822, -6.840], [-1.663, 2.989, -6.143], [-1.235, 2.920, -4.827], [2.319, 1.160, -3.480], [4.572, 2.115, -3.202], [4.946, 3.971, -1.619], [3.071, 4.892, -0.310], [0.800, 3.968, -0.581], [-3.194, 2.980, -2.686], [-4.913, 4.007, -1.254], [-4.570, 4.157, 1.184], [-2.494, 3.295, 2.205], [-0.765, 2.282, 0.791], [-1.265, -0.470, -4.441], [-2.021, -0.319, -6.785], [-2.278, 1.880, -7.867], [-1.773, 3.952, -6.623], [-1.007, 3.836, -4.291]],
  "charge": 2,
  "gap_ev": [8.22, 6.47],
  "spin_multiplicity": 2,
  "relative_energy_kj_mol": 72.1
}

=====

In order of appearance, molar mass = 827.514; 874.659; 874.659; 870.045; 999.509 g mol⁻¹.
In order of appearance, DFT total energy = -116464.4793; -179070.1098; -179069.2107; -80205.0688; -77129.9524 eV.